No. 1
ORCA calculation (ωB97M-V with the def2-TZVPD basis set) on a structure of composition C10H11BaF10N2Sb at a distorted geometry.

Results
DFT total energy: -47932.716 eV
Total charge: +1
Energy above the lowest of the compared OMol25 structures with the same formula, charge and spin: 0.0 kcal per mole
Spin multiplicity: 2
HOMO level (spin up / spin down): -12.78 / -12.84 eV
HOMO-LUMO gap (spin up / spin down): 9.02 / 6.64 eV

Geometry (Å):
Ba1 0.5822 0.2253 -1.8081
C1 -2.7135 -2.6226 -0.3834
N1 -2.4491 -1.2961 -0.9386
C2 -3.4955 -0.9445 -1.8978
C3 -2.3588 -0.2692 0.0869
C4 -1.3106 -0.5364 1.1676
N2 -0.0442 -0.9271 0.6016
C5 1.1381 -0.7888 1.1761
C6 2.2918 -1.1674 0.4168
F1 2.1390 -1.8682 -0.7325
C7 3.5661 -0.8956 0.8377
F2 4.5875 -1.2741 0.0836
C8 3.8037 -0.2580 2.0538
C9 2.7216 0.0725 2.8489
F3 2.9123 0.6565 4.0190
C10 1.4285 -0.1958 2.4475
F4 0.4313 0.1310 3.2522
H1 -3.6384 -2.6373 0.2095
H2 -1.8885 -2.9552 0.2442
H3 -2.8178 -3.3391 -1.1958
H4 -4.4918 -0.9256 -1.4369
H5 -3.5088 -1.6722 -2.7077
H6 -3.3084 0.0447 -2.3210
H7 -3.2752 -0.0940 0.6734
H8 -2.1575 0.6667 -0.4523
H9 -1.6424 -1.3604 1.8102
H10 -1.2425 0.3351 1.8196
H11 4.8148 -0.0505 2.3765
F5 2.6028 1.9706 -1.8595
Sb1 1.4455 3.5330 -1.7567
F6 2.3683 4.3003 -3.1682
F7 2.5522 4.2026 -0.4264
F8 0.4905 2.4725 -0.4160
F9 0.1611 4.8613 -1.6101
F10 0.3055 2.6061 -3.0144

=====

No. 2
ORCA calculation (ωB97M-V with the def2-TZVPD basis set) on a cluster of 3 separate species, C18H31ClIN6 in total.

Results
DFT total energy: -48724.873 eV
Total charge: +1
Energy above the lowest of the compared OMol25 structures with the same formula, charge and spin: 0.0 kcal per mole
Spin multiplicity: 1
HOMO level: -10.17 eV
HOMO-LUMO gap: 7.06 eV

Geometry (Å):
C1 -2.4728 2.0135 -2.1374
C2 -2.4607 0.6139 -1.5271
C3 -2.8305 0.5975 -0.0413
C4 -3.3177 -0.7652 0.4797
C5 -2.4034 -1.4940 1.4723
C6 -3.0887 -2.8245 1.8858
I1 -3.0680 -3.1857 3.9774
N1 -2.5364 -4.0351 1.2186
C7 -1.8661 -3.8858 0.0464
N2 -1.9159 -4.8932 -0.8208
Cl1 -0.9928 -4.9380 -2.2252
N3 -1.1711 -2.7745 -0.1946
C8 -1.0178 -1.8866 0.9782
C9 0.0306 -0.8196 0.6882
N4 1.3635 -1.3879 0.7416
C10 2.4050 -0.4282 1.1285
H1 -2.5865 1.9767 -3.2206
H2 -3.2988 2.6060 -1.7410
H3 -1.5501 2.5552 -1.9211
H4 -1.4633 0.1793 -1.6704
H5 -3.1549 -0.0333 -2.0742
H6 -3.6194 1.3349 0.1169
H7 -1.9839 0.9427 0.5614
H8 -3.5387 -1.4201 -0.3750
H9 -4.2748 -0.6428 0.9924
H10 -2.2719 -0.8656 2.3547
H11 -4.1403 -2.7873 1.6128
H12 -2.1837 -4.7597 1.8325
H13 -2.5528 -5.6630 -0.6707
H14 -1.3201 -2.3316 -1.0968
H15 -0.5722 -2.5190 1.7519
H16 -0.1895 -0.3203 -0.2666
H17 -0.0565 -0.0581 1.4673
H18 1.6071 -1.7971 -0.1511
H19 2.6733 -0.5576 2.1780
H20 3.3025 -0.5854 0.5328
H21 2.0796 0.6054 0.9703
N5 3.4258 1.0049 -3.2928
C11 3.1199 -0.1122 -2.5637
C12 4.2751 -0.8235 -2.3752
C13 5.3211 -0.1056 -3.0156
C14 4.7650 1.0141 -3.5723
H22 2.7728 1.7071 -3.5878
H23 2.1084 -0.3088 -2.2469
H24 4.3665 -1.7573 -1.8441
H25 6.3603 -0.3829 -3.0643
H26 5.2094 1.8119 -4.1420
N6 1.5593 3.6420 1.3442
C15 1.6103 5.0026 1.4834
C16 1.1807 5.3126 2.7450
C17 0.8602 4.0910 3.3961
C18 1.1020 3.0785 2.5071
H27 1.8368 3.1401 0.5213
H28 1.9535 5.6326 0.6810
H29 1.1103 6.3038 3.1600
H30 0.4983 3.9718 4.4037
H31 1.0021 2.0112 2.6088

=====

No. 3
ORCA calculation (ωB97M-V with the def2-TZVPD basis set) on the ion C30H27F3N with charge +1 at a distorted geometry.

Results
SMILES: Fc1cccc([C@@H](c2cc(F)cc(F)c2)[N@H+]2CCC[C@H]2C(c2ccccc2)c2ccccc2)c1
DFT total energy: -41180.981 eV
Total charge: +1
Energy above the lowest of the compared OMol25 structures with the same formula, charge and spin: 41.2 kcal per mole
Spin multiplicity: 1
HOMO level: -11.71 eV
HOMO-LUMO gap: 8.75 eV

Geometry (Å):
F1 0.5726 5.6682 1.8662
C1 0.9143 4.3185 1.8043
C2 2.2958 4.0472 1.6236
C3 2.5617 2.6169 1.7006
F2 3.9324 2.2979 1.6294
C4 1.6460 1.6354 1.8655
C5 0.2591 1.9940 1.6940
C6 -0.8729 0.9716 1.1895
C7 -2.3050 1.5637 1.3550
C8 -3.3751 0.7830 1.7486
C9 -4.6744 1.2895 1.7568
C10 -4.9400 2.6005 1.3076
C11 -3.8627 3.3146 0.8045
F3 -4.1492 4.5978 0.2970
C12 -2.5636 2.8008 0.7665
C13 -0.0463 3.3315 1.8972
H1 3.0483 4.7889 1.5181
H2 2.0355 0.6545 2.1811
H3 -0.8800 0.9120 0.0466
H4 -3.2786 -0.2467 2.0080
H5 -5.5076 0.6192 2.1057
H6 -5.9825 2.9960 1.3237
H7 -1.8332 3.4071 0.2972
H8 -1.0160 3.7286 2.0896
C14 -0.2204 -1.5149 -5.0340
C15 0.1522 -0.2789 -4.5360
C16 0.4605 -0.0847 -3.1919
C17 0.4179 -1.1934 -2.3271
C18 0.8823 -1.0070 -0.8802
C19 2.3102 -1.5233 -0.7113
C20 3.2057 -0.7786 0.0913
C21 4.4357 -1.3255 0.4317
C22 4.8801 -2.5209 -0.1329
C23 4.0119 -3.2203 -0.9973
C24 2.7256 -2.7436 -1.2363
C25 -0.0664 -1.4994 0.2204
C26 -1.4770 -1.9441 -0.2184
C27 -2.1275 -2.0953 1.1659
C28 -1.2686 -1.2906 2.2096
N1 -0.4638 -0.3565 1.3858
C29 -0.0333 -2.4239 -2.7881
C30 -0.3341 -2.5802 -4.1389
H9 -0.5038 -1.6454 -6.0841
H10 0.2226 0.5715 -5.1989
H11 0.8059 0.8787 -2.8104
H12 0.9204 0.0552 -0.7160
H13 2.9566 0.2518 0.3723
H14 5.0849 -0.7723 1.1193
H15 5.8620 -2.9403 0.0963
H16 4.3444 -4.1197 -1.4910
H17 2.0747 -3.2997 -1.9214
H18 0.3899 -2.3940 0.6936
H19 -1.9981 -1.1670 -0.8300
H20 -1.5626 -2.8917 -0.8416
H21 -3.2134 -1.9134 1.1313
H22 -2.1460 -3.1793 1.4751
H23 -1.7971 -0.6716 2.8961
H24 -0.6739 -2.0620 2.7030
H25 0.4697 -0.1779 1.8173
H26 -0.0618 -3.2897 -2.1167
H27 -0.6443 -3.5428 -4.4831

=====

No. 4
ORCA calculation (ωB97M-V with the def2-TZVPD basis set) on a cluster of 6 separate species, C29H71F3N7O7S3 in total at a distorted geometry.

Results
DFT total energy: -96644.239 eV
Total charge: -1
Spin multiplicity: 1
HOMO level: -5.27 eV
HOMO-LUMO gap: 7.00 eV

Geometry (Å):
C1 -3.3500 -3.5526 -0.2646
C2 -2.4010 -4.0129 0.8449
N1 -1.1726 -3.2149 0.8380
C3 0.1151 -3.8930 0.5966
C4 1.0452 -4.0625 1.7935
C5 -1.1015 -2.1011 1.6847
S1 -0.4016 -0.7126 1.1410
S2 -1.7711 -2.0685 3.2903
C6 -1.7489 -3.7716 3.9412
C7 -2.9954 -4.0423 4.7840
C8 -2.9757 -3.3854 6.1813
N2 -1.6221 -3.4239 6.7017
S3 -1.3111 -2.6707 7.9966
O1 -0.3269 -3.3303 8.8282
O2 -2.4510 -2.0692 8.6712
C9 -0.3529 -1.2056 7.4240
F1 -1.0617 -0.4740 6.5643
F2 0.0019 -0.3904 8.4208
F3 0.7674 -1.5595 6.8017
H1 -4.1452 -4.2829 -0.4387
H2 -2.7893 -3.3928 -1.1917
H3 -3.7946 -2.5870 -0.0008
H4 -2.1472 -5.0693 0.7037
H5 -2.9220 -3.9316 1.8009
H6 -0.1225 -4.8768 0.1772
H7 0.6478 -3.3458 -0.1916
H8 1.9785 -4.5129 1.4361
H9 0.6346 -4.7312 2.5547
H10 1.3006 -3.1020 2.2497
H11 -1.6788 -4.4790 3.1166
H12 -0.8566 -3.8686 4.5650
H13 -3.0689 -5.1305 4.9088
H14 -3.8865 -3.7108 4.2346
H15 -3.3867 -2.3660 6.1180
H16 -3.6503 -3.9662 6.8243
C10 0.0425 5.0883 0.0001
C11 -0.3723 3.6731 0.3887
C12 -1.4767 3.6201 1.4508
O3 -1.0565 3.9364 2.7627
C13 -0.9690 5.3087 3.0685
N3 0.8145 2.9062 0.7738
H17 0.6958 5.5328 0.7521
H18 0.5910 5.0789 -0.9415
H19 -0.8278 5.7363 -0.1251
H20 -0.7923 3.1927 -0.5024
H21 -1.8439 2.5927 1.5067
H22 -2.3205 4.2651 1.1640
H23 -1.7569 5.8792 2.5627
H24 0.0006 5.7370 2.7985
H25 -1.1000 5.4084 4.1458
H26 0.5379 1.9402 0.9299
H27 1.1113 3.2310 1.6907
C14 1.8462 1.7431 -4.6357
C15 0.3546 1.6564 -4.3182
C16 -0.4184 2.9454 -4.6209
O4 -0.2456 3.9895 -3.6802
C17 0.9448 4.7345 -3.8097
N4 0.1924 1.1841 -2.9447
H28 2.3874 2.2778 -3.8547
H29 2.2730 0.7419 -4.6929
H30 2.0270 2.2491 -5.5881
H31 -0.0766 0.8947 -4.9782
H32 -1.4879 2.7200 -4.5954
H33 -0.1830 3.3015 -5.6324
H34 1.2313 4.8454 -4.8616
H35 1.7732 4.2783 -3.2611
H36 0.7579 5.7219 -3.3870
H37 -0.7854 0.9852 -2.7572
H38 0.4369 1.9396 -2.3085
C18 2.1493 1.8667 -10.2619
C19 0.7687 1.4919 -9.7386
C20 -0.0741 2.6924 -9.2940
O5 0.3408 3.2600 -8.0679
C21 1.4309 4.1583 -8.1329
N5 0.9332 0.4991 -8.6740
H39 2.8135 2.0975 -9.4280
H40 2.5859 1.0263 -10.8011
H41 2.1221 2.7249 -10.9360
H42 0.2156 1.0080 -10.5505
H43 -1.0962 2.3458 -9.1221
H44 -0.1118 3.4639 -10.0757
H45 1.4081 4.7407 -9.0598
H46 2.3949 3.6492 -8.0528
H47 1.3356 4.8402 -7.2879
H48 0.0280 0.1323 -8.3971
H49 1.2899 0.9728 -7.8472
C22 7.7715 2.1437 -7.8527
C23 6.9897 3.0054 -6.8665
C24 6.0145 2.2199 -5.9830
O6 4.8369 1.7934 -6.6360
C25 4.9434 0.6032 -7.3935
N6 6.3382 4.0944 -7.5990
H50 7.1590 1.8715 -8.7130
H51 8.6314 2.6969 -8.2290
H52 8.1311 1.2265 -7.3829
H53 7.7112 3.4635 -6.1821
H54 5.6746 2.8793 -5.1803
H55 6.5181 1.3628 -5.5157
H56 5.6259 -0.1127 -6.9249
H57 5.2761 0.8003 -8.4163
H58 3.9467 0.1642 -7.4365
H59 5.9291 4.7517 -6.9422
H60 5.5493 3.7034 -8.1073
C26 -5.2108 -4.3434 13.2103
C27 -4.8036 -3.8318 11.8301
C28 -4.8994 -4.8898 10.7242
O7 -3.8837 -5.8736 10.7432
C29 -4.0706 -6.9326 11.6499
N7 -3.4866 -3.2057 11.9146
H61 -4.4114 -4.9301 13.6644
H62 -5.4095 -3.5012 13.8733
H63 -6.1093 -4.9636 13.1623
H64 -5.5122 -3.0449 11.5487
H65 -4.7926 -4.3837 9.7626
H66 -5.8859 -5.3790 10.7442
H67 -5.1311 -7.1984 11.7398
H68 -3.6832 -6.7046 12.6473
H69 -3.5252 -7.7926 11.2604
H70 -3.2803 -2.7592 11.0228
H71 -2.7905 -3.9441 11.9840